{"formula": "C15H9BrCl2N4OSTc", "method": "wB97M-V/def2-TZVPD", "energy_ev": -131812.3259, "spin_multiplicity": 4, "total_charge": 2, "s2": 3.79, "fmax_ev_per_a": 2.15, "lumo_energy_ha": [-0.2923, -0.3527], "orbital_gap_ha": [0.2390, 0.1854], "species": ["Tc", "Cl", "C", "C", "C", "C", "C", "Cl", "C", "S", "H", "H", "H", "Br", "C", "C", "C", "C", "C", "N", "H", "H", "H", "H", "N", "C", "O", "C", "C", "N", "C", "N", "H", "H"], "coordinates": [[-0.049343, 0.215651, -0.233571], [-1.897680, -0.680844, 0.786709], [-3.337944, 0.046958, 0.120648], [-4.574783, -0.325213, 0.597300], [-5.691259, 0.289316, 0.045814], [-5.561515, 1.215354, -0.974942], [-4.305348, 1.573037, -1.448440], [-4.147578, 2.705664, -2.716926], [-3.159751, 0.999460, -0.878159], [-1.572100, 1.495916, -1.394978], [-4.675087, -1.069950, 1.375654], [-6.674977, 0.034425, 0.413912], [-6.436792, 1.668020, -1.420139], [1.917889, 1.401497, -1.617816], [1.898439, 2.234611, 0.097455], [2.751168, 3.229918, 0.493325], [2.585718, 3.722449, 1.785449], [1.581063, 3.203434, 2.587618], [0.760220, 2.205612, 2.093291], [0.928236, 1.713277, 0.857351], [3.511581, 3.604850, -0.177089], [3.232029, 4.510949, 2.146972], [1.421793, 3.570701, 3.591146], [-0.032048, 1.778588, 2.686897], [3.366987, -2.421094, 0.187210], [2.272940, -1.955279, 0.761530], [1.497997, -1.214863, 0.105169], [2.025799, -2.391315, 2.147944], [0.922819, -1.878937, 2.838455], [0.009113, -1.420305, 3.371509], [2.826091, -3.371381, 2.742939], [3.486170, -4.202904, 3.203198], [3.560744, -2.211556, -0.781682], [4.000410, -3.035509, 0.680706]], "atomic_forces_ev_per_a": [[-0.42, 1.68, -1.27], [-0.09, -0.67, 1.05], [-0.58, 0.62, -0.74], [0.15, -0.19, 0.26], [0.02, -0.01, -0.03], [0.05, 0.07, -0.12], [0.04, -0.27, 0.32], [-0.02, 0.14, -0.10], [-0.16, -0.11, 0.27], [1.16, -0.82, 0.23], [0.01, 0.01, 0.00], [0.00, -0.05, -0.01], [0.00, 0.02, 0.02], [-0.02, 0.14, 0.12], [-0.07, -0.16, 0.03], [0.07, 0.02, -0.13], [-0.09, -0.05, -0.06], [-0.04, 0.01, -0.02], [0.00, -0.04, 0.16], [0.17, -0.16, -0.03], [0.00, 0.02, 0.01], [0.01, -0.01, 0.02], [-0.02, -0.01, 0.00], [-0.11, -0.09, 0.03], [0.13, -0.17, 0.20], [0.12, 0.06, -0.90], [-0.03, -0.25, 0.74], [-0.13, -0.03, 0.03], [-0.03, 0.13, -0.08], [-0.18, 0.17, 0.03], [0.03, -0.08, 0.09], [0.04, 0.08, -0.06], [-0.03, 0.03, 0.02], [0.03, -0.03, -0.07]]}